Record 1
# C45H38N6P2Ru

C45H38N6P2Ru as an isolated structure at a distorted geometry (the ωB97M-V functional and the def2-TZVPD basis, OMol25).

Last column: Mulliken charge in e.
Cartesian coordinates (Å):
Ru 0.659 -0.537 0.191  -0.723
C -2.106 -0.873 3.065  -0.515
C -0.757 -0.955 2.968  -0.361
N -0.058 -0.059 2.219  -0.405
C -0.666 1.172 2.028  0.371
C -1.997 1.326 2.146  -0.979
N -2.742 0.187 2.430  0.416
C 0.175 2.150 1.285  0.124
C 0.309 3.507 1.456  -0.583
C 1.158 4.202 0.586  0.614
C 1.809 3.499 -0.434  -0.787
C 1.615 2.135 -0.548  0.241
N 0.823 1.503 0.317  0.237
C 2.191 1.229 -1.592  -0.098
C 3.014 1.680 -2.602  -0.207
N 3.481 0.882 -3.566  -0.557
C 3.130 -0.394 -3.496  -0.692
C 2.325 -0.887 -2.474  -0.759
N 1.852 -0.087 -1.522  0.821
C 1.363 5.661 0.759  0.239
C 0.292 6.478 1.100  -0.622
C 0.508 7.843 1.258  -0.485
N 1.722 8.344 1.096  -0.522
C 2.770 7.598 0.781  -0.468
C 2.620 6.226 0.596  -0.496
H -2.719 -1.648 3.508  0.514
H -0.224 -1.798 3.383  0.476
H -2.528 2.233 1.884  0.498
H -0.193 4.014 2.270  0.852
H 2.442 4.028 -1.133  0.772
H 3.308 2.722 -2.651  0.482
H 3.493 -1.058 -4.271  0.483
H 2.080 -1.938 -2.414  0.579
H -0.711 6.080 1.219  0.470
H -0.292 8.528 1.512  0.387
H 3.729 8.091 0.683  0.394
H 3.491 5.621 0.367  0.492
C -1.891 -3.137 -0.788  -1.113
C -1.905 -1.872 -1.674  -0.917
P -1.570 -0.383 -0.690  2.626
C -1.510 1.008 -1.871  0.560
C -2.029 2.269 -1.579  -0.339
C -1.857 3.327 -2.465  -0.892
C -1.176 3.129 -3.660  -0.814
C -0.669 1.871 -3.965  -0.685
C -0.826 0.820 -3.073  -0.884
C -3.314 -0.112 0.029  0.553
C -4.263 0.156 -0.910  -1.282
C -5.578 0.556 -0.557  -0.595
C -5.973 0.788 0.773  -0.895
C -5.096 0.491 1.759  -0.769
C -3.786 -0.146 1.466  0.425
C -0.515 -3.798 -0.820  -1.899
P 0.741 -2.916 0.168  1.653
C 0.620 -3.644 1.836  0.749
C -0.312 -4.616 2.191  -0.349
C -0.307 -5.173 3.469  -0.906
C 0.652 -4.785 4.390  -0.624
C 1.602 -3.829 4.042  -0.602
C 1.579 -3.261 2.779  -0.558
C 2.317 -3.581 -0.442  0.623
C 2.394 -4.750 -1.193  -0.401
C 3.632 -5.252 -1.583  -0.856
C 4.797 -4.594 -1.223  -0.572
C 4.731 -3.424 -0.475  -0.921
C 3.498 -2.921 -0.093  -0.027
H -2.649 -3.832 -1.147  0.529
H -2.162 -2.910 0.251  0.151
H -2.850 -1.775 -2.210  0.827
H -1.116 -1.920 -2.422  0.643
H -2.595 2.441 -0.669  0.288
H -2.279 4.297 -2.235  0.521
H -1.060 3.945 -4.362  0.472
H -0.167 1.701 -4.909  0.543
H -0.429 -0.150 -3.339  0.311
H -4.010 0.137 -1.963  0.530
H -6.294 0.741 -1.354  0.512
H -6.957 1.185 0.993  0.516
H -5.360 0.602 2.807  0.569
H -4.008 -1.219 1.645  0.493
H -0.156 -3.821 -1.850  0.654
H -0.559 -4.834 -0.488  1.013
H -1.062 -4.954 1.487  0.296
H -1.040 -5.925 3.732  0.477
H 0.671 -5.235 5.374  0.450
H 2.361 -3.534 4.754  0.454
H 2.321 -2.509 2.534  0.188
H 1.504 -5.296 -1.477  0.376
H 3.682 -6.163 -2.165  0.460
H 5.759 -4.994 -1.518  0.454
H 5.640 -2.908 -0.192  0.480
H 3.466 -1.999 0.483  0.298

Summary:
Spin multiplicity: 2
HOMO (alpha / beta), eV: -15.270 / -15.270
Total energy, eV: -77356.3731
⟨S²⟩: 0.777
Charge: +3
Gap between HOMO and LUMO (alpha / beta), eV: 4.17 / 4.18
Molecular weight, g/mol: 825.859

Record 2
# C45H39BeNOSSb2

C45H39BeNOSSb2 as an isolated structure at a distorted geometry (the ωB97M-V functional and the def2-TZVPD basis, OMol25).

Last column: Mulliken charge in e.
Cartesian coordinates (Å):
Be -0.373 0.445 2.091  -1.004
C -3.543 0.832 2.409  -1.496
C -3.917 -0.457 1.671  0.138
C -2.799 -1.494 1.511  -1.622
Sb -1.461 -0.812 -0.035  0.701
C -2.989 -0.962 -1.568  0.905
C -4.150 -1.716 -1.431  -0.162
C -5.049 -1.826 -2.483  -0.698
C -4.799 -1.186 -3.688  -0.601
C -3.642 -0.437 -3.838  -0.629
C -2.744 -0.332 -2.785  -0.790
C -0.516 -2.602 -0.750  0.464
C -1.192 -3.809 -0.884  -0.091
C -0.571 -4.893 -1.485  -0.734
C 0.723 -4.772 -1.974  -0.561
C 1.398 -3.565 -1.857  -0.489
C 0.782 -2.485 -1.240  -0.909
Sb -2.183 2.539 1.913  0.743
C -0.951 2.728 0.121  0.317
C 0.308 3.266 0.350  -0.693
C 1.135 3.597 -0.714  -0.419
C 0.705 3.401 -2.015  -0.702
C -0.573 2.909 -2.251  -0.577
C -1.401 2.588 -1.187  -0.464
C -3.649 3.638 0.768  -0.065
C -4.593 2.963 0.002  0.105
C -5.363 3.647 -0.929  -0.667
C -5.193 5.013 -1.100  -0.477
C -4.278 5.698 -0.312  -0.602
C -3.509 5.013 0.616  -0.542
H -3.166 0.566 3.399  0.496
H -4.457 1.411 2.573  0.738
H -4.343 -0.221 0.694  -0.060
H -4.725 -0.918 2.252  0.404
H -3.208 -2.471 1.247  0.604
H -2.243 -1.612 2.439  0.719
H -4.377 -2.229 -0.504  0.198
H -5.949 -2.415 -2.358  0.415
H -5.498 -1.278 -4.509  0.400
H -3.436 0.067 -4.774  0.429
H -1.832 0.239 -2.916  0.400
H -2.211 -3.909 -0.526  0.290
H -1.107 -5.829 -1.586  0.399
H 1.197 -5.616 -2.457  0.400
H 2.397 -3.457 -2.263  0.497
H 1.314 -1.544 -1.148  0.433
H 0.655 3.431 1.364  0.378
H 2.116 4.014 -0.523  0.426
H 1.356 3.644 -2.845  0.409
H -0.931 2.792 -3.267  0.466
H -2.413 2.248 -1.377  0.712
H -4.733 1.894 0.123  0.253
H -6.086 3.108 -1.529  0.415
H -5.768 5.542 -1.849  0.396
H -4.158 6.767 -0.432  0.394
H -2.789 5.552 1.222  0.373
C -0.566 0.036 3.834  -0.680
C 0.829 -0.340 4.217  -0.941
C 1.287 -1.651 4.055  -0.146
C 2.606 -1.983 4.286  -0.811
C 3.513 -1.004 4.699  0.603
C 3.069 0.305 4.884  -0.830
C 1.747 0.621 4.649  -0.234
C 4.877 -1.363 4.916  -0.009
N 5.973 -1.674 5.080  -0.565
H -0.875 0.891 4.443  0.815
H -1.226 -0.790 4.109  0.783
H 0.602 -2.414 3.703  0.405
H 2.959 -2.993 4.127  0.466
H 3.769 1.070 5.192  0.454
H 1.412 1.645 4.770  0.392
C 7.144 -1.856 -4.575  -1.136
C 6.284 -1.766 -3.345  0.766
O 5.101 -1.964 -3.316  -0.510
S 7.233 -1.287 -1.896  -0.261
C 5.892 -0.862 -0.805  0.017
C 5.102 -1.863 -0.258  -0.843
C 3.936 -1.524 0.404  -0.105
C 3.567 -0.183 0.534  0.065
C 4.426 0.816 0.068  -0.442
C 5.580 0.478 -0.617  -0.516
C 2.288 0.155 1.065  0.688
C 1.167 0.452 1.427  0.009
H 6.766 -2.632 -5.238  0.308
H 8.184 -2.043 -4.314  0.375
H 7.084 -0.896 -5.091  0.283
H 5.393 -2.897 -0.375  0.456
H 3.286 -2.292 0.801  0.825
H 4.160 1.854 0.221  0.498
H 6.217 1.248 -1.031  0.459

Summary:
HOMO, eV: -8.081
Energy relative to the best compared isomer or geometry (same formula, charge and spin), eV: 1.181
Total energy, eV: -75143.3198
Gap between HOMO and LUMO, eV: 7.36
Molecular weight, g/mol: 894.412